A 2-piece molecular cluster, C4H5N3 overall in a non-equilibrium geometry, computed with wB97M-V/def2-TZVPD.

For the relative energy (zero: lowest compared OMol25 entry of this formula, charge and spin), the calculation gives 67.9 kcal/mol. The calculation puts the orbital gap at 11.2 eV. The calculation puts the molecular weight at 95.10 Da. The HOMO energy comes out at -11.39 eV.

```
! wB97M-V def2-TZVPD RIJCOSX def2/J DEFGRID3
* xyz 0 1
C -1.880 1.103 0.798
N 0.096 -0.846 -1.021
C 1.265 -0.871 -0.525
C 2.397 -1.545 -1.143
N 3.286 -2.087 -1.648
C 0.513 1.489 1.722
N -0.576 1.335 1.318
H -1.832 0.242 0.128
H -2.213 1.982 0.242
H -2.574 0.910 1.620
H 0.057 -1.358 -1.906
H 1.461 -0.354 0.415
*
```

=====

An isolated ion of composition C4H5F3N3S2 and charge +1 in a non-equilibrium geometry, computed with wB97M-V/def2-TZVPD.

For the relative energy (zero: lowest compared OMol25 entry of this formula, charge and spin), the calculation gives 0.0 kcal/mol. The calculation puts the orbital gap at 8.8 eV. The calculation puts the molecular weight at 216.23 Da. The HOMO energy comes out at -14.74 eV.

```
! wB97M-V def2-TZVPD RIJCOSX def2/J DEFGRID3
* xyz 1 1
C 1.196 0.023 0.013
C -1.941 -0.567 -0.960
C -1.944 0.404 0.209
C 2.635 0.529 -0.181
N 0.783 -0.829 -0.861
N -0.842 -1.816 1.211
N 0.533 0.501 1.053
F 3.200 0.041 -1.266
F 2.641 1.863 -0.260
F 3.359 0.183 0.888
S -0.542 -1.737 -0.862
S -1.016 -0.374 1.625
H -2.820 -1.211 -0.963
H -1.879 -0.039 -1.912
H -1.443 1.341 -0.020
H -2.955 0.618 0.560
H 1.035 1.069 1.726
*
```

=====

C4H4EuLiO2 as an isolated structure in a non-equilibrium geometry, computed with wB97M-V/def2-TZVPD.

For the relative energy (zero: lowest compared OMol25 entry of this formula, charge and spin), the calculation gives 0.5 kcal/mol. The calculation puts the orbital gap (alpha / beta) at 2.1 / 2.3 eV. The calculation puts the molecular weight at 242.98 Da. The HOMO energy (alpha / beta) comes out at -8.45 / -8.46 eV.

```
! wB97M-V def2-TZVPD RIJCOSX def2/J DEFGRID3
* xyz 1 8
H 3.503 -2.801 -2.115
C -0.434 1.397 0.484
C -1.361 1.090 -0.638
C -0.349 0.051 -0.308
C 0.282 -1.046 -0.319
O 0.876 -2.076 -0.203
O -0.858 1.385 1.743
H 0.420 2.046 0.248
H -1.222 1.609 -1.589
H -2.394 0.853 -0.370
Eu -0.911 0.508 3.817
Li 2.448 -3.016 -0.749
*
```

=====

A 3-piece molecular cluster, C6H12BF3O8S2 overall in a non-equilibrium geometry, computed with wB97M-V/def2-TZVPD.

Its structure (SMILES) is O=S1(=O)OCCO1.O=S1(=O)OCCO1.CBC(F)(F)F. For the relative energy (zero: lowest compared OMol25 entry of this formula, charge and spin), the calculation gives 48.1 kcal/mol. The calculation puts the orbital gap at 10.0 eV. The calculation puts the molecular weight at 344.09 Da. The HOMO energy comes out at -10.99 eV.

```
! wB97M-V def2-TZVPD RIJCOSX def2/J DEFGRID3
* xyz 0 1
O -2.443 0.462 2.384
S -2.889 -0.750 1.732
O -4.152 -1.384 2.030
O -1.705 -1.863 1.862
C -1.301 -2.281 0.559
C -1.571 -1.088 -0.354
O -2.793 -0.525 0.119
H -1.912 -3.143 0.273
H -0.246 -2.568 0.562
H -1.662 -1.379 -1.403
H -0.788 -0.329 -0.254
O 3.523 -3.040 2.682
S 2.673 -2.238 1.830
O 1.538 -2.777 1.119
O 3.622 -1.444 0.768
C 3.423 -0.039 0.910
C 3.017 0.170 2.367
O 2.178 -0.939 2.683
H 2.620 0.262 0.230
H 4.337 0.503 0.655
H 2.485 1.112 2.520
H 3.889 0.133 3.028
C -2.512 2.976 -2.547
B -0.869 2.892 -2.553
C -0.096 1.409 -2.674
F 0.652 1.089 -1.402
F 0.906 1.601 -3.789
F -1.001 0.309 -3.083
H -2.940 3.849 -1.881
H -2.850 3.231 -3.660
H -2.952 1.925 -2.196
H -0.182 3.863 -2.516
*
```

=====

One molecule with the formula C22H23ClN6O in a non-equilibrium geometry, computed with wB97M-V/def2-TZVPD.

Its structure (SMILES) is CCCCc1nc(Cl)c(CO)n1Cc1ccc(-c2ccccc2-c2nnn[nH]2)cc1. For the relative energy (zero: lowest compared OMol25 entry of this formula, charge and spin), the calculation gives 0.0 kcal/mol. The calculation puts the orbital gap at 8.7 eV. The calculation puts the molecular weight at 422.92 Da. The HOMO energy comes out at -8.58 eV.

```
! wB97M-V def2-TZVPD RIJCOSX def2/J DEFGRID3
* xyz 0 1
C -3.560 -0.756 -5.909
C -3.409 0.108 -4.664
C -3.007 -0.720 -3.447
C -2.770 0.161 -2.210
C -1.581 1.035 -2.382
N -1.638 2.274 -2.812
C -0.357 2.700 -2.884
Cl 0.042 4.273 -3.403
C 0.511 1.716 -2.485
C 1.999 1.678 -2.412
O 2.564 0.755 -3.326
N -0.296 0.643 -2.177
C 0.202 -0.612 -1.672
C 0.677 -0.485 -0.244
C -0.069 0.230 0.686
C 0.363 0.345 1.993
C 1.554 -0.256 2.398
C 2.020 -0.118 3.791
C 3.263 0.453 4.038
C 3.702 0.669 5.332
C 2.895 0.324 6.405
C 1.665 -0.260 6.180
C 1.224 -0.499 4.880
C -0.044 -1.181 4.712
N -1.054 -1.168 5.558
N -1.989 -1.954 5.049
N -1.627 -2.461 3.949
N -0.398 -2.004 3.686
C 2.307 -0.956 1.462
C 1.870 -1.072 0.155
H -4.316 -1.523 -5.754
H -2.620 -1.247 -6.153
H -3.858 -0.148 -6.760
H -2.658 0.880 -4.837
H -4.353 0.614 -4.454
H -3.796 -1.439 -3.220
H -2.099 -1.283 -3.678
H -3.635 0.808 -2.063
H -2.653 -0.467 -1.324
H 2.381 2.691 -2.588
H 2.327 1.344 -1.423
H 2.376 1.057 -4.222
H -0.598 -1.355 -1.734
H 1.032 -0.937 -2.307
H -0.989 0.711 0.384
H -0.218 0.911 2.706
H 3.878 0.748 3.200
H 4.669 1.117 5.502
H 3.229 0.505 7.415
H 1.025 -0.549 6.999
H 0.115 -2.267 2.859
H 3.236 -1.418 1.765
H 2.465 -1.616 -0.564
*
```

=====

One molecule with the formula C5H8BrP in a non-equilibrium geometry, computed with wB97M-V/def2-TZVPD.

Its structure (SMILES) is C[C@@H]1C=C[C@H](Br)P1. For the relative energy (zero: lowest compared OMol25 entry of this formula, charge and spin), the calculation gives 36.1 kcal/mol. The calculation puts the orbital gap at 10.1 eV. The calculation puts the molecular weight at 179.00 Da. The HOMO energy comes out at -9.29 eV.

```
! wB97M-V def2-TZVPD RIJCOSX def2/J DEFGRID3
* xyz 0 1
C -1.012 -0.114 -1.715
C -0.970 -0.374 -0.206
C -0.498 0.851 0.526
C 0.733 0.947 1.019
C 1.613 -0.195 0.930
Br 3.094 0.089 -0.352
P 0.198 -1.758 0.338
H -1.579 0.716 -2.125
H -1.287 -0.949 -2.283
H -0.063 0.229 -1.917
H -1.959 -0.805 0.208
H -1.142 1.763 0.465
H 1.154 1.849 1.531
H 1.906 -0.599 1.838
H -0.188 -1.649 1.743
*
```

=====

One molecule with the formula C3H6N2O2 in a non-equilibrium geometry, computed with wB97M-V/def2-TZVPD.

Its structure (SMILES) is NCC(=O)NC=O. For the relative energy (zero: lowest compared OMol25 entry of this formula, charge and spin), the calculation gives 57.2 kcal/mol. The calculation puts the orbital gap at 9.6 eV. The calculation puts the molecular weight at 102.09 Da. The HOMO energy comes out at -9.34 eV.

```
! wB97M-V def2-TZVPD RIJCOSX def2/J DEFGRID3
* xyz 0 1
N -0.795 -1.131 1.774
C -0.136 -0.079 1.007
C -0.671 -0.073 -0.472
O -1.860 -0.073 -0.651
N 0.139 0.713 -1.414
C 1.462 0.570 -1.508
O 2.165 1.150 -2.268
H -0.455 -1.532 2.539
H -1.808 -1.280 1.505
H 0.989 -0.208 1.049
H -0.563 0.955 1.286
H -0.343 1.362 -2.067
H 1.876 -0.374 -0.780
*
```

=====

C40H42Cl2N8O7SSeTl as an isolated structure, computed with wB97M-V/def2-TZVPD.

For the relative energy (zero: lowest compared OMol25 entry of this formula, charge and spin), the calculation gives 51.9 kcal/mol. The calculation puts the orbital gap at 4.3 eV. The calculation puts the molecular weight at 1133.14 Da. The HOMO energy comes out at -3.43 eV.

```
! wB97M-V def2-TZVPD RIJCOSX def2/J DEFGRID3
* xyz -1 1
Tl -0.027 0.311 -0.029
Cl -7.248 1.167 -3.547
C -5.905 1.000 -2.439
C -5.744 1.933 -1.418
C -4.698 1.801 -0.536
Cl -4.503 2.972 0.721
C -3.745 0.753 -0.636
O -2.755 0.656 0.199
C -3.943 -0.168 -1.689
C -3.080 -1.337 -1.912
O -2.064 -1.647 -1.334
C -5.021 -0.038 -2.570
H -6.432 2.761 -1.320
H -3.459 -1.998 -2.723
H -5.151 -0.766 -3.362
O 0.867 -0.579 -2.562
C 1.350 -0.056 -3.552
C 1.956 1.250 -3.659
C 2.539 1.568 -4.880
C 3.163 2.777 -5.080
C 3.184 3.746 -4.043
C 2.617 3.475 -2.842
C 1.985 2.197 -2.553
O 1.525 1.966 -1.420
N 3.798 3.052 -6.337
O 4.354 4.134 -6.486
O 3.771 2.196 -7.216
H 1.366 -0.629 -4.505
H 2.516 0.850 -5.691
H 3.663 4.696 -4.238
H 2.609 4.201 -2.038
C 0.099 -3.387 5.053
N 0.575 -2.016 5.082
C 0.877 -1.505 6.412
C 0.779 -1.287 3.975
N 0.564 -1.719 2.773
C -0.348 -2.350 2.123
C -1.787 -2.179 2.610
C -2.774 -3.054 1.898
C -2.433 -3.811 0.865
C -1.077 -3.847 0.326
C -0.798 -4.636 -0.769
C 0.469 -4.605 -1.345
C 1.461 -3.798 -0.838
C 1.241 -3.021 0.311
N 2.182 -2.136 0.728
C 3.440 -2.354 0.861
N 4.325 -1.339 0.684
C 5.617 -1.270 1.335
C 3.951 -0.160 -0.084
N 3.992 -3.566 1.289
C 3.127 -4.492 1.996
C 4.952 -4.213 0.406
C -0.048 -3.067 0.918
N 1.398 -0.039 4.149
C 2.460 0.161 3.157
C 0.420 1.076 4.108
H 0.744 -3.993 5.691
H 0.129 -3.790 4.045
H -0.923 -3.465 5.431
H 1.574 -2.179 6.914
H -0.041 -1.448 7.000
H 1.322 -0.521 6.328
H -1.786 -2.475 3.665
H -3.795 -3.009 2.246
H -3.179 -4.407 0.354
H -1.578 -5.254 -1.192
H 0.671 -5.206 -2.224
H 2.421 -3.723 -1.335
H 5.780 -2.145 1.955
H 5.661 -0.375 1.963
H 6.420 -1.195 0.596
H 2.963 -0.288 -0.519
H 4.676 0.004 -0.886
H 3.935 0.729 0.550
H 2.442 -3.932 2.631
H 3.748 -5.130 2.628
H 2.539 -5.130 1.327
H 5.487 -3.469 -0.178
H 4.450 -4.902 -0.284
H 5.676 -4.784 0.992
H 3.153 -0.682 3.189
H 2.991 1.071 3.424
H 2.072 0.261 2.140
H -0.268 0.995 4.953
H -0.157 1.093 3.182
H 0.975 2.009 4.191
O -4.428 -0.824 1.748
S -3.290 0.005 2.146
N -2.059 -0.746 2.639
Se -0.531 3.358 1.037
C 1.099 4.197 1.524
C 2.326 3.521 1.464
C 3.512 4.122 1.866
C 3.518 5.429 2.339
C 2.316 6.128 2.373
C 1.132 5.528 1.968
H 2.330 2.515 1.069
H 4.445 3.567 1.811
H 4.439 5.894 2.669
H 2.302 7.155 2.722
H 0.201 6.081 1.998
*
```